1) # C6H12N2O

A 2-piece molecular cluster, C6H12N2O overall (ωB97M-V/def2-TZVPD, the Open Molecules 2025 dataset).

LUMO, eV: 0.80
HOMO-LUMO gap, eV: 9.47
Net charge: 0

Element x y z (Å)
C 2.793 0.437 -0.032
C 1.686 0.711 0.947
C 0.850 -0.604 1.113
C -0.483 -0.503 0.519
C -0.895 -0.155 -0.681
N -2.233 0.260 -0.547
C -2.603 -0.032 0.728
N -1.579 -0.527 1.421
H 3.661 1.096 -0.524
H 2.320 0.157 -0.990
H 3.397 -0.276 0.428
H 1.027 1.555 0.730
H 2.132 0.931 1.872
H 1.373 -1.531 0.676
H 0.651 -1.097 2.183
H -0.525 -0.021 -1.802
H -3.698 0.067 0.999
H -1.280 -0.739 2.377
H -1.983 -0.666 -3.355
H -2.616 0.661 -2.686
O -1.993 0.280 -3.374

=====

2) # C6H12N2O

C6H12N2O as an isolated structure (ωB97M-V/def2-TZVPD, the Open Molecules 2025 dataset).

LUMO, eV: 0.61
HOMO-LUMO gap, eV: 9.29
Net charge: 0

Element x y z (Å)
C 1.334 -1.924 -1.300
C -0.326 0.031 -0.650
C -0.418 -0.437 1.814
C -0.124 1.275 -0.525
C 1.039 1.919 -1.432
C -0.883 1.914 0.579
H 0.407 -3.021 -1.114
H 1.909 -1.674 -0.261
H 1.974 -1.948 -2.235
H -1.599 -1.490 0.364
H 0.270 0.416 1.748
H -0.110 -1.282 3.504
H 1.351 2.783 -0.770
H 0.561 2.282 -2.616
H 2.229 1.202 -1.419
H 0.032 2.570 0.858
H -1.246 1.041 1.363
H -1.489 2.535 0.016
N -0.997 -0.509 0.509
N -0.695 -1.485 2.769
O 0.478 -0.766 -1.663

=====

Stability check: which of them is least stable? 2).

=====

1) # CH2Cl2N2

A 2-piece molecular cluster, CH2Cl2N2 overall (ωB97M-V/def2-TZVPD, the Open Molecules 2025 dataset).

LUMO, eV: -0.35
HOMO-LUMO gap, eV: 9.08
Net charge: 0

Element x y z (Å)
C 0.224 -0.063 -0.353
N 0.317 1.004 -0.921
N -0.276 -0.301 0.888
Cl -0.495 1.099 1.924
Cl -1.293 -1.576 1.257
H 0.664 -1.545 -1.033
H 0.859 1.382 -1.762

=====

2) # CH2Cl2N2

A 2-piece molecular cluster, CH2Cl2N2 overall (ωB97M-V/def2-TZVPD, the Open Molecules 2025 dataset).

LUMO (alpha / beta), eV: 0.73 / -1.50
HOMO-LUMO gap (alpha / beta), eV: 10.27 / 5.82
Net charge: 0

Element x y z (Å)
C 0.546 -1.112 -0.514
N -0.528 1.967 0.851
N 0.518 2.159 1.250
Cl 0.403 -1.167 -2.248
Cl -0.981 -0.835 0.230
H 0.967 -2.029 -0.117
H -0.924 1.016 0.548

=====

3) # CH2Cl2N2

One molecule with the formula CH2Cl2N2 (ωB97M-V/def2-TZVPD, the Open Molecules 2025 dataset).

LUMO (alpha / beta), eV: -2.05 / -2.12
HOMO-LUMO gap (alpha / beta), eV: 7.02 / 6.80
Net charge: 0

Element x y z (Å)
C 1.151 -0.048 -0.062
N -0.865 -0.937 0.185
N -0.087 -0.037 0.052
Cl -2.468 -0.975 -0.202
Cl -0.979 1.911 -0.089
H 1.559 0.958 -0.088
H 1.690 -0.872 0.205

=====

4) # CH2Cl2N2

A 2-piece molecular cluster, CH2Cl2N2 overall (ωB97M-V/def2-TZVPD, the Open Molecules 2025 dataset).

LUMO, eV: -0.47
HOMO-LUMO gap, eV: 9.24
Net charge: 0

Element x y z (Å)
C 1.282 0.248 -1.036
N 1.451 0.971 -0.151
N -1.412 -1.057 -0.129
Cl -1.344 -0.185 1.348
Cl 1.908 1.969 1.142
H -1.447 -0.446 -0.837
H -0.437 -1.500 -0.338

=====

Stability check: which of them is least stable? 3).

=====

1) # CH2Cl2N2

A 2-piece molecular cluster, CH2Cl2N2 overall (ωB97M-V/def2-TZVPD, the Open Molecules 2025 dataset).

LUMO, eV: 0.46
HOMO-LUMO gap, eV: 10.14
Net charge: 0

Element x y z (Å)
C 2.517 -0.692 -0.277
N 2.037 -0.346 -1.239
N -0.857 -0.493 0.018
Cl 3.303 -0.943 1.130
Cl 0.131 -1.160 1.256
H -0.617 -0.773 -0.884
H -0.678 0.504 0.123

=====

2) # CH2Cl2N2

One molecule with the formula CH2Cl2N2 (ωB97M-V/def2-TZVPD, the Open Molecules 2025 dataset).

LUMO, eV: 0.27
HOMO-LUMO gap, eV: 10.71
Net charge: 0

Element x y z (Å)
C -1.834 0.367 0.328
N -2.365 -0.753 0.140
N -0.007 0.228 0.333
Cl -2.377 1.880 0.024
Cl -4.073 -0.936 -0.087
H 0.020 1.046 -0.251
H -0.057 -0.726 -0.151

=====

Stability check: which of them is least stable? 2).

=====

1) # C2HO5S

C2HO5S as an isolated structure (ωB97M-V/def2-TZVPD, the Open Molecules 2025 dataset).

LUMO, eV: 3.96
HOMO-LUMO gap, eV: 9.07
Net charge: -1

Element x y z (Å)
C -1.024 0.224 0.044
C -1.189 -1.782 0.098
O 2.333 0.460 -1.340
O -0.047 0.996 -0.124
O 2.300 0.853 1.162
O -1.150 -0.866 -0.937
O -1.099 -0.875 1.067
S 1.774 0.120 0.029
H -1.898 0.870 0.001

=====

2) # C2HO5S

C2HO5S as an isolated structure (ωB97M-V/def2-TZVPD, the Open Molecules 2025 dataset).

LUMO, eV: 3.75
HOMO-LUMO gap, eV: 7.70
Net charge: -1

Element x y z (Å)
C -1.546 0.238 -0.516
C -0.262 1.427 0.507
O 0.519 0.816 1.103
O -0.560 -0.217 -1.066
O -4.396 0.102 -2.592
O -4.190 -2.231 -1.860
O -2.758 -0.079 -0.652
S -3.540 -1.032 -2.335
H 0.014 2.324 0.012

=====

Stability check: which of them is least stable? 1).

=====

1) # C6H12N3

A 2-piece molecular cluster, C6H12N3 overall (ωB97M-V/def2-TZVPD, the Open Molecules 2025 dataset).

LUMO, eV: -3.29
HOMO-LUMO gap, eV: 9.85
Net charge: +1

Element x y z (Å)
C -1.429 1.408 0.745
C -2.223 -2.661 0.192
C -1.646 2.468 -0.030
C 0.677 0.489 -0.015
C 0.487 0.639 -1.511
C 1.727 -1.480 0.515
N -1.247 -2.107 0.282
N -0.162 0.786 0.875
N 1.840 -0.087 0.541
H -2.140 1.117 1.540
H -3.218 -3.066 0.070
H -2.424 3.109 0.212
H -0.889 2.710 -0.814
H 1.055 -0.151 -2.213
H 0.626 1.652 -1.934
H -0.539 0.416 -1.718
H 2.419 -2.019 1.270
H 0.691 -1.798 0.681
H 1.991 -1.867 -0.467
H 2.807 0.317 0.259
H 1.597 0.124 1.518

=====

2) # C6H12N3

An isolated ion of composition C6H12N3 and charge +1 (ωB97M-V/def2-TZVPD, the Open Molecules 2025 dataset).

LUMO (alpha / beta), eV: -3.74 / -3.74
HOMO-LUMO gap (alpha / beta), eV: 7.04 / 7.04
Net charge: +1

Element x y z (Å)
C -1.383 -1.454 -1.095
C 1.464 -0.030 0.967
C 0.428 -0.702 1.923
C 1.024 1.298 0.252
C -0.896 -0.889 1.286
C -1.029 0.869 -1.300
N -0.782 -1.303 0.047
N -1.472 -0.333 -1.818
N 0.415 0.935 -1.040
H -1.498 -2.441 -1.510
H 2.321 0.254 1.746
H 1.674 -0.837 0.267
H 0.832 -1.641 2.346
H 0.333 -0.050 2.834
H 0.377 1.985 0.828
H 2.010 1.837 0.081
H -1.862 -0.532 1.766
H -1.250 1.656 -1.961
H -2.147 -0.269 -2.672
H 0.762 1.642 -1.702
H 0.679 0.007 -1.247

=====

Stability check: which of them is least stable? 2).